# 1
ORCA calculation (wB97M-V/def2-TZVPD) on 13 unconnected molecules or ions with the total composition C44H72O39 in a non-equilibrium geometry.

Geometry (Å):
C (-18.6927, -12.2089, 13.0586)
C (-18.9399, -13.3656, 14.0188)
O (-18.6282, -14.5031, 13.2571)
C (-17.8450, -14.1764, 12.2518)
O (-17.2506, -14.9747, 11.4880)
O (-17.7366, -12.8157, 12.2042)
H (-18.1291, -11.3828, 13.4921)
H (-19.5303, -11.8817, 12.4426)
H (-19.9523, -13.4225, 14.4187)
H (-18.2011, -13.3864, 14.8200)
C (-11.9498, -18.3701, 16.0887)
C (-12.4385, -19.6290, 16.8263)
O (-12.0536, -19.4086, 18.1693)
C (-11.5209, -18.1822, 18.3207)
O (-11.0523, -17.7596, 19.4007)
O (-11.5198, -17.5527, 17.1904)
H (-12.7604, -17.8848, 15.5452)
H (-11.0670, -18.6068, 15.4946)
H (-11.8542, -20.5106, 16.5629)
H (-13.4668, -19.9825, 16.7502)
C (-6.7392, -16.0533, 13.9555)
C (-5.4104, -16.4917, 14.4981)
O (-4.8744, -15.3607, 15.0928)
C (-5.4807, -14.2780, 14.6830)
O (-5.1765, -13.0953, 14.8804)
O (-6.5592, -14.6659, 13.9821)
H (-7.5396, -16.3706, 14.6240)
H (-6.8540, -16.5434, 12.9887)
H (-4.7590, -16.8719, 13.7112)
H (-5.5866, -17.1984, 15.3091)
C (-15.0315, -13.5904, 18.6347)
C (-14.0130, -12.5313, 18.1958)
O (-14.7009, -11.8384, 17.1346)
C (-15.9988, -12.1268, 17.1387)
O (-16.8594, -11.6335, 16.4120)
O (-16.2101, -13.1661, 18.0047)
H (-15.1129, -13.5020, 19.7180)
H (-14.6137, -14.5319, 18.2782)
H (-13.1089, -12.9089, 17.7181)
H (-13.5834, -11.9568, 19.0165)
C (-16.0065, -16.6741, 14.8561)
C (-16.7600, -15.7095, 15.7750)
O (-16.4376, -16.1468, 17.0909)
C (-15.8484, -17.3162, 17.0319)
O (-15.5768, -17.9192, 18.0576)
O (-15.5989, -17.6125, 15.7371)
H (-15.0843, -16.2701, 14.4385)
H (-16.5170, -17.1515, 14.0197)
H (-17.8349, -15.8227, 15.6340)
H (-16.4850, -14.6588, 15.6834)
C (-9.3536, -10.7899, 16.2908)
C (-8.9044, -9.4420, 16.8391)
O (-8.4155, -8.6801, 15.7762)
C (-8.5443, -9.4319, 14.6221)
O (-8.3607, -9.0564, 13.4737)
O (-8.9660, -10.6587, 14.9352)
H (-10.3765, -11.1312, 16.4501)
H (-8.7244, -11.6025, 16.6539)
H (-8.1016, -9.5394, 17.5699)
H (-9.8056, -8.9709, 17.2315)
C (-8.0041, -16.9696, 19.2523)
C (-6.7458, -16.9662, 18.4333)
O (-6.6388, -15.7874, 17.7404)
C (-7.6533, -14.9483, 18.1704)
O (-7.7473, -13.8040, 17.7907)
O (-8.4037, -15.6154, 19.0592)
H (-7.9055, -17.2958, 20.2877)
H (-8.7248, -17.6697, 18.8297)
H (-6.8377, -17.8259, 17.7695)
H (-5.8474, -17.0576, 19.0437)
C (-8.9320, -13.3591, 11.7274)
C (-10.2489, -13.5084, 10.9256)
O (-10.6005, -12.1526, 10.8001)
C (-9.6021, -11.3102, 11.1150)
O (-9.7363, -10.0983, 11.0814)
O (-8.6083, -12.0321, 11.6644)
H (-8.1458, -13.9366, 11.2412)
H (-8.9906, -13.7116, 12.7572)
H (-11.0054, -14.1108, 11.4286)
H (-10.0855, -14.1038, 10.0274)
C (-12.5451, -4.1192, 12.0784)
C (-11.6112, -5.3506, 12.3211)
O (-12.4484, -6.4337, 12.6854)
C (-11.9093, -7.6386, 12.8004)
O (-10.7798, -7.9072, 12.4489)
O (-12.8079, -8.4995, 13.2229)
C (-12.4021, -9.8654, 13.5056)
H (-13.1986, -4.2241, 11.2123)
H (-11.8614, -3.2913, 11.8907)
H (-13.1328, -3.7774, 12.9304)
H (-10.9096, -5.1539, 13.1317)
H (-11.0042, -5.6785, 11.4772)
H (-12.8948, -10.1789, 14.4260)
H (-11.3244, -9.9283, 13.6561)
H (-12.7414, -10.4834, 12.6742)
C (-17.7942, -12.6116, 8.8626)
C (-16.3530, -12.0764, 8.7220)
O (-16.4550, -10.9137, 7.9212)
C (-15.3601, -10.6539, 7.1199)
O (-14.2090, -11.1281, 7.2054)
O (-15.7031, -9.6724, 6.2224)
C (-14.7777, -9.3489, 5.2205)
H (-18.0308, -13.4536, 8.2121)
H (-18.5678, -11.8442, 8.8373)
H (-18.0224, -13.0516, 9.8335)
H (-15.8036, -12.8715, 8.2181)
H (-15.8153, -11.8940, 9.6524)
H (-15.2469, -8.5410, 4.6591)
H (-14.6808, -10.2407, 4.6013)
H (-13.7614, -9.0862, 5.5138)
C (-9.4255, -17.0337, 6.3961)
C (-8.8429, -16.9979, 7.7622)
O (-9.7074, -16.8858, 8.8575)
C (-9.2178, -16.6144, 10.0696)
O (-8.0930, -16.2038, 10.4138)
O (-10.2024, -17.1170, 10.8859)
C (-9.9476, -17.4053, 12.2955)
H (-9.8514, -16.0709, 6.1136)
H (-10.1982, -17.7967, 6.3014)
H (-8.7426, -17.3219, 5.5970)
H (-7.8795, -16.4965, 7.8549)
H (-8.4607, -18.0087, 7.9046)
H (-8.9760, -17.8947, 12.3626)
H (-10.7520, -17.9417, 12.7988)
H (-9.7653, -16.4396, 12.7672)
C (-9.9087, -14.7520, 15.4851)
C (-11.3902, -14.9651, 15.2410)
O (-11.6884, -14.2498, 14.0318)
C (-12.9194, -13.7673, 13.7670)
O (-13.8758, -13.8353, 14.5357)
O (-12.9962, -13.2330, 12.5127)
C (-14.3183, -13.0215, 11.9138)
H (-9.6820, -13.7382, 15.8151)
H (-9.2129, -14.8818, 14.6562)
H (-9.5850, -15.4158, 16.2868)
H (-12.0412, -14.6310, 16.0489)
H (-11.5608, -16.0272, 15.0652)
H (-14.7297, -13.9905, 11.6310)
H (-14.2103, -12.5723, 10.9265)
H (-15.0467, -12.5184, 12.5497)
C (-11.2698, -12.4684, 6.2110)
C (-11.5722, -13.1216, 7.5449)
O (-12.6099, -14.0342, 7.3330)
C (-13.1436, -14.7329, 8.4190)
O (-12.6310, -14.6559, 9.5479)
O (-14.2644, -15.3653, 8.0505)
C (-15.0985, -15.8940, 8.9976)
H (-11.3393, -13.2662, 5.4715)
H (-10.3376, -11.9322, 6.0336)
H (-11.9734, -11.7548, 5.7824)
H (-11.8149, -12.4240, 8.3464)
H (-10.5902, -13.4601, 7.8754)
H (-15.0831, -15.3908, 9.9644)
H (-15.0269, -16.9794, 9.0672)
H (-16.1184, -15.8389, 8.6171)

Calculated values
Electronic energy in hartree: -4654.089236
Energy above the lowest of the compared OMol25 structures with the same formula, charge and spin in eV: 0.000
Spin multiplicity: 1
Kohn-Sham gap in eV: 9.1

# 2
ORCA calculation (wB97M-V/def2-TZVPD) on a molecular structure, C44H74AlBrN.

Geometry (Å):
C (-3.6878, -1.1381, 7.9404)
C (-3.5140, -2.4210, 7.1776)
C (-4.4251, -3.4677, 7.3173)
C (-4.2322, -4.6350, 6.5856)
C (-3.1512, -4.7634, 5.7202)
C (-2.2281, -3.7242, 5.5468)
C (-1.1054, -3.8465, 4.5780)
Al (-1.3592, -2.5428, 3.0444)
Br (-0.7099, -0.3320, 3.8194)
C (-0.1700, -2.9143, 1.4639)
C (1.3497, -2.9399, 1.7815)
C (2.0651, -1.6529, 1.3960)
C (3.5827, -1.8418, 1.2052)
C (4.3568, -0.5885, 1.5993)
C (5.8650, -0.7052, 1.3712)
C (6.2948, -0.3852, -0.0634)
C (6.7879, 1.0628, -0.2522)
C (6.1485, 1.7881, -1.4524)
C (5.9902, 3.3040, -1.2457)
C (7.1148, 4.1193, -1.9262)
C (6.7318, 4.5994, -3.3275)
N (6.2198, 5.9608, -3.3764)
C (6.4459, 7.0135, -2.5339)
C (5.7642, 8.1121, -3.0011)
C (5.0935, 7.7169, -4.1816)
C (5.4016, 6.3926, -4.3772)
C (-3.2641, -2.4793, 2.3615)
C (-3.3680, -1.3867, 1.2782)
C (-4.7858, -1.0798, 0.8836)
C (-5.3727, -1.6640, -0.2412)
C (-6.6951, -1.3764, -0.5917)
C (-7.4547, -0.4950, 0.1732)
C (-6.8830, 0.0904, 1.2987)
C (-5.5614, -0.2008, 1.6448)
C (-2.4334, -2.5627, 6.3026)
H (-4.2188, -1.3406, 8.8685)
H (-4.2901, -0.4217, 7.3833)
H (-2.7299, -0.6802, 8.1626)
H (-5.2610, -3.3362, 7.9897)
H (-4.9361, -5.4491, 6.6968)
H (-3.0265, -5.6808, 5.1615)
H (-1.0072, -4.8739, 4.2315)
H (-0.1767, -3.5640, 5.0784)
H (-0.4849, -3.8128, 0.9289)
H (-0.3442, -2.0955, 0.7602)
H (1.8182, -3.7514, 1.2164)
H (1.5036, -3.1429, 2.8417)
H (1.9338, -0.9080, 2.1774)
H (1.6571, -1.2636, 0.4675)
H (3.8028, -2.0437, 0.1534)
H (3.9425, -2.6936, 1.7789)
H (3.9486, 0.2855, 1.0920)
H (4.1903, -0.4327, 2.6668)
H (6.3803, -0.0397, 2.0636)
H (6.1731, -1.7176, 1.6287)
H (7.1175, -1.0481, -0.3301)
H (5.4923, -0.5952, -0.7667)
H (6.6047, 1.6514, 0.6433)
H (7.8627, 1.0388, -0.4202)
H (5.1845, 1.3401, -1.6829)
H (6.7763, 1.6369, -2.3300)
H (5.0443, 3.6572, -1.6468)
H (6.0259, 3.5284, -0.1838)
H (8.0105, 3.5099, -2.0098)
H (7.3635, 4.9603, -1.2876)
H (7.6071, 4.5466, -3.9736)
H (5.9772, 3.9260, -3.7215)
H (7.0557, 6.9498, -1.6554)
H (5.7681, 9.0775, -2.5338)
H (4.4701, 8.3260, -4.8062)
H (5.0433, 5.7760, -5.1798)
H (-3.9930, -2.3081, 3.1555)
H (-3.5014, -3.4486, 1.9152)
H (-2.8097, -1.7046, 0.4017)
H (-2.9351, -0.4752, 1.6875)
H (-4.7754, -2.3463, -0.8290)
H (-7.1157, -1.8475, -1.4694)
H (-8.4718, -0.2676, -0.1096)
H (-7.4490, 0.7784, 1.9076)
H (-5.1332, 0.2613, 2.5239)
H (-1.7534, -1.7276, 6.2170)
C (-1.2877, 8.4113, -6.6093)
C (-1.4616, 7.6824, -5.2799)
C (-0.6226, 8.2734, -4.1481)
C (0.8896, 8.2223, -4.3738)
C (1.4588, 6.8252, -4.6138)
C (1.2622, 5.8791, -3.4334)
H (-0.2577, 8.3603, -6.9653)
H (-1.9224, 7.9702, -7.3794)
H (-1.5598, 9.4646, -6.5123)
H (-1.2268, 6.6228, -5.4096)
H (-2.5144, 7.7248, -4.9888)
H (-0.8703, 7.7567, -3.2172)
H (-0.9160, 9.3176, -3.9977)
H (1.3862, 8.6596, -3.5018)
H (1.1543, 8.8633, -5.2206)
H (2.5270, 6.9176, -4.8112)
H (1.0179, 6.3861, -5.5140)
H (1.7343, 6.2812, -2.5347)
H (1.7122, 4.9066, -3.6385)
H (0.2061, 5.7115, -3.2175)
C (-2.6203, -6.5608, 1.4911)
C (-2.4079, -7.1559, 0.1027)
C (-3.3637, -6.5893, -0.9465)
C (-4.8460, -6.8499, -0.6745)
C (-5.2251, -8.3235, -0.5345)
C (-4.9591, -9.1419, -1.7951)
H (-3.6186, -6.7753, 1.8766)
H (-1.8987, -6.9690, 2.2005)
H (-2.4909, -5.4785, 1.4681)
H (-2.4958, -8.2460, 0.1489)
H (-1.3833, -6.9484, -0.2177)
H (-3.0941, -6.9913, -1.9283)
H (-3.2114, -5.5078, -1.0136)
H (-5.4318, -6.4092, -1.4880)
H (-5.1483, -6.3189, 0.2316)
H (-6.2891, -8.3862, -0.2899)
H (-4.6928, -8.7698, 0.3096)
H (-5.5138, -8.7363, -2.6441)
H (-5.2706, -10.1792, -1.6574)
H (-3.8999, -9.1490, -2.0552)

Calculated values
Electronic energy in hartree: -4592.312610
Energy above the lowest of the compared OMol25 structures with the same formula, charge and spin in eV: 0.000
Total charge: -1
Spin multiplicity: 1
Kohn-Sham gap in eV: 7.0

# 3
ORCA calculation (wB97M-V/def2-TZVPD) on 5 unconnected molecules or ions with the total composition C44H74Br2O19.

Geometry (Å):
C (-1.8751, -5.1991, -1.5885)
C (-1.0459, -3.9525, -1.5647)
O (-0.2181, -3.6805, -2.3965)
O (-1.3461, -3.1395, -0.5409)
C (-0.8705, -1.7892, -0.6817)
C (-1.4939, -1.0220, -1.8453)
C (-2.6252, -0.0373, -1.4737)
C (-2.2586, 1.3299, -2.1229)
Br (-0.6860, 2.0260, -1.2270)
C (-3.3871, 2.3736, -2.2074)
C (-3.1564, 3.3542, -3.3789)
Br (-3.6328, 3.4463, -0.5885)
O (-2.7715, 0.1937, -0.0672)
C (-4.0877, 0.2655, 0.2604)
O (-4.5018, 0.4565, 1.3528)
O (-4.8418, 0.1281, -0.8610)
C (-4.0407, -0.5184, -1.8464)
C (-4.2258, -2.0413, -1.7136)
C (-5.6014, -2.4417, -1.1919)
O (-5.4590, -2.4564, 0.2062)
C (-6.5812, -2.8377, 0.9850)
C (-6.1056, -3.8448, 2.0374)
O (-6.5047, -3.4711, 3.3579)
C (-5.5053, -2.7489, 3.9806)
C (-4.6770, -3.3644, 4.9036)
C (-3.6680, -2.6396, 5.5168)
C (-3.4553, -1.2895, 5.2384)
C (-2.3383, -0.4726, 5.8838)
C (-2.0621, -0.9553, 7.3185)
C (-2.8417, 0.9857, 6.0613)
C (-1.0840, -0.3696, 4.9936)
C (-0.3737, -1.6260, 4.4703)
C (0.8961, -1.1126, 3.7486)
C (-1.1841, -2.4046, 3.4017)
C (0.0951, -2.5980, 5.5712)
C (-4.2943, -0.7014, 4.2978)
C (-5.3006, -1.4130, 3.6762)
H (-2.6818, -5.0836, -2.3096)
H (-1.2542, -6.0490, -1.8546)
H (-2.3154, -5.3906, -0.6119)
H (-1.0589, -1.3085, 0.2725)
H (0.2097, -1.8083, -0.8119)
H (-0.6910, -0.4567, -2.3094)
H (-1.8671, -1.6911, -2.6172)
H (-1.9611, 1.1492, -3.1539)
H (-4.3464, 1.8920, -2.3437)
H (-4.0860, 3.4659, -3.9355)
H (-2.4265, 2.9443, -4.0759)
H (-2.8547, 4.3344, -3.0294)
H (-4.3126, -0.2148, -2.8573)
H (-3.9644, -2.5600, -2.6342)
H (-3.5355, -2.3887, -0.9444)
H (-5.8453, -3.4413, -1.5702)
H (-6.3824, -1.7489, -1.5188)
H (-7.3700, -3.2559, 0.3535)
H (-7.0089, -1.9672, 1.4830)
H (-5.0173, -3.8680, 1.9953)
H (-6.5255, -4.8273, 1.8303)
H (-4.8446, -4.4100, 5.1250)
H (-3.0318, -3.1597, 6.2179)
H (-2.9714, -0.7987, 7.9005)
H (-1.8781, -2.0251, 7.3498)
H (-1.2300, -0.4143, 7.7626)
H (-2.1503, 1.5031, 6.7285)
H (-3.8497, 1.0114, 6.4667)
H (-2.7962, 1.5224, 5.1144)
H (-1.3673, 0.2148, 4.1130)
H (-0.3526, 0.2380, 5.5359)
H (1.3619, -0.3515, 4.3809)
H (1.6229, -1.9057, 3.5920)
H (0.6322, -0.6124, 2.8169)
H (-0.5022, -2.7589, 2.6267)
H (-1.9697, -1.8071, 2.9417)
H (-1.6327, -3.3008, 3.8270)
H (0.3257, -2.0480, 6.4847)
H (-0.6183, -3.3919, 5.7817)
H (1.0329, -3.0702, 5.2774)
H (-4.1810, 0.3307, 4.0007)
H (-5.9377, -0.9276, 2.9521)
C (2.1506, -2.9691, -4.0783)
C (2.6613, -1.8253, -4.9262)
O (3.5997, -2.2580, -5.9283)
C (3.0624, -2.8171, -7.0078)
O (1.8881, -2.9622, -7.2291)
O (4.0547, -3.1862, -7.8208)
C (3.6257, -3.8577, -9.0071)
H (2.9891, -3.5182, -3.6454)
H (1.5263, -2.5916, -3.2775)
H (1.5636, -3.6682, -4.6703)
H (3.2152, -1.1155, -4.3135)
H (1.8431, -1.2854, -5.4035)
H (2.8775, -3.2726, -9.5369)
H (3.2232, -4.8392, -8.7615)
H (4.5104, -3.9706, -9.6266)
C (2.7524, 4.7709, 0.9533)
C (1.3596, 4.3857, 1.4003)
O (1.3800, 3.3280, 2.3719)
C (1.6792, 3.6984, 3.6144)
O (1.9064, 4.8185, 3.9913)
O (1.6727, 2.6071, 4.3811)
C (2.0313, 2.8370, 5.7448)
H (3.2955, 3.8939, 0.5980)
H (2.7009, 5.5046, 0.1487)
H (3.3215, 5.2014, 1.7762)
H (0.7875, 3.9889, 0.5634)
H (0.8153, 5.2413, 1.7993)
H (1.4247, 3.6283, 6.1795)
H (3.0872, 3.0917, 5.8207)
H (1.8440, 1.9026, 6.2670)
C (9.0500, 1.6582, 1.4015)
C (8.7491, 2.8280, 0.4902)
O (8.3175, 2.3954, -0.8100)
C (7.0496, 1.9971, -0.8848)
O (6.2519, 1.9890, 0.0162)
O (6.8113, 1.6045, -2.1362)
C (5.4941, 1.0917, -2.3527)
H (9.7679, 0.9853, 0.9312)
H (9.4658, 2.0134, 2.3442)
H (8.1467, 1.0889, 1.6156)
H (9.6494, 3.4115, 0.3081)
H (8.0016, 3.4912, 0.9243)
H (4.7406, 1.7970, -2.0097)
H (5.3711, 0.1387, -1.8406)
H (5.4001, 0.9457, -3.4246)
C (4.0604, 3.7373, -6.6543)
C (3.8774, 2.9042, -5.4049)
O (3.3952, 3.6906, -4.3029)
C (2.0925, 3.9628, -4.3238)
O (1.3018, 3.5922, -5.1534)
O (1.8056, 4.7059, -3.2556)
C (0.4384, 5.1164, -3.1815)
H (4.7015, 4.5950, -6.4482)
H (4.5166, 3.1380, -7.4420)
H (3.1040, 4.1121, -7.0160)
H (4.8327, 2.5053, -5.0692)
H (3.2057, 2.0640, -5.5793)
H (-0.2220, 4.2595, -3.2736)
H (0.2158, 5.8481, -3.9573)
H (0.3015, 5.5745, -2.2061)

Calculated values
Electronic energy in hartree: -8298.623821
Spin multiplicity: 1
Kohn-Sham gap in eV: 8.7
SMILES: CC(=O)OCC[C@]1([C@H](Br)[C@H](C)Br)OC(=O)O[C@@H]1CCOCCOc1ccc(C(C)(C)CC(C)(C)C)cc1.CCOC(=O)OC.CCOC(=O)OC.CCOC(=O)OC.CCOC(=O)OC

Question: What is the formula in the third record?
Answer: C44H74Br2O19

Question: What is the electronic energy in the first record?
Answer: -4654.089236 hartree